1.
Entry from OMol25: C31H32N6O5Rb as an isolated structure (wB97M-V/def2-TZVPD).

Properties
HOMO = -4.76 eV
ΔE to the lowest compared entry with this formula, charge and spin = 0.964 eV
charge = -1
orbital gap = 6.5395 eV

XYZ file:
```
75
Properties=species:S:1:pos:R:3:mulliken_charge:R:1
Rb 0.338 0.165 2.753 0.914
C 3.731 -2.310 -2.872 -1.803
C 3.455 -1.838 -1.473 0.701
C 3.710 -0.570 -1.067 -0.331
C 3.462 -0.135 0.275 0.238
C 3.370 1.159 0.769 -0.569
N 3.426 2.376 0.251 -0.212
C 3.447 2.774 -1.144 -0.303
C 2.059 3.270 -1.549 -1.075
C 1.017 2.163 -1.531 -0.204
N 1.119 1.388 -2.771 0.218
C 0.184 0.624 -3.315 -0.711
C -0.909 -0.003 -2.741 0.722
C -1.967 -0.358 -3.643 -0.749
C -3.128 -0.905 -3.219 0.242
C -4.275 -1.219 -4.138 -1.630
C -3.232 -1.208 -1.825 -0.406
C -2.243 -1.015 -0.913 1.047
C -2.482 -1.572 0.430 -0.818
N -1.607 -1.771 1.316 0.275
C -2.031 -2.476 2.516 -0.209
C -1.328 -3.832 2.614 -0.719
C 0.104 -3.790 3.151 -1.041
N 0.932 -2.862 2.413 0.397
C 1.782 -3.310 1.600 -1.250
C 2.587 -2.407 0.751 0.928
C 2.839 -2.734 -0.537 -0.412
C 3.064 -1.122 1.288 -0.036
O 3.089 -0.892 2.500 -0.754
C -0.965 -0.393 -1.324 -0.519
O 0.005 -0.287 -0.577 -0.121
H 4.142 -1.503 -3.481 0.361
H 2.817 -2.664 -3.358 0.356
H 4.446 -3.137 -2.888 0.394
H 4.144 0.113 -1.786 0.405
H 3.130 1.198 1.826 0.803
H 2.943 3.039 0.868 0.330
H 3.769 1.939 -1.759 -0.134
H 4.180 3.574 -1.273 0.391
H 2.105 3.736 -2.541 0.606
H 1.750 4.050 -0.849 0.112
H 0.005 2.576 -1.480 0.470
H 1.125 1.506 -0.669 0.137
H 1.818 1.726 -3.414 0.364
H 0.288 0.521 -4.393 0.345
H -1.837 -0.124 -4.697 0.291
H -4.023 -0.977 -5.170 0.366
H -5.168 -0.649 -3.869 0.325
H -4.543 -2.277 -4.095 0.338
H -4.150 -1.678 -1.478 0.412
H -3.525 -1.896 0.592 0.075
H -3.121 -2.635 2.515 0.497
H -1.782 -1.872 3.396 -0.209
H -1.336 -4.313 1.630 0.306
H -1.907 -4.467 3.289 0.383
H 0.523 -4.808 3.131 0.419
H 0.075 -3.447 4.188 0.381
H 1.911 -4.393 1.438 0.311
H 2.521 -3.711 -0.896 0.370
O 0.869 4.871 0.925 -0.818
C 0.497 3.786 1.415 0.191
O 1.221 2.856 1.842 -0.698
C -1.022 3.555 1.458 0.384
C -1.884 4.641 1.339 -0.569
C -3.248 4.421 1.391 -0.353
C -3.710 3.122 1.541 -0.783
C -2.777 2.102 1.634 -0.218
N -1.461 2.303 1.597 0.337
H -1.453 5.623 1.211 0.481
H -3.943 5.249 1.318 0.389
H -4.768 2.899 1.592 0.403
H -3.096 1.072 1.756 0.327
O -2.224 -1.330 7.080 -0.754
C -1.686 -0.943 6.066 0.545
N -1.163 -0.564 5.070 -0.879
```



2.
Entry from OMol25: C31H32N7O4PtS2Si as an isolated structure (wB97M-V/def2-TZVPD).

Properties
HOMO (spin up / spin down) = -8.82 / -10.45 eV
ΔE to the lowest compared entry with this formula, charge and spin = 0.367 eV
charge = +1
orbital gap (spin up / spin down) = 5.3156 / 5.1956 eV
multiplicity = 5

XYZ file:
```
78
Properties=species:S:1:pos:R:3:mulliken_spin:R:1
Pt -0.678 1.103 -0.028 0.516
C -3.208 4.702 0.785 0.000
C -2.569 3.459 0.252 0.117
N -1.365 3.055 0.757 0.529
O -0.873 3.897 1.693 0.116
C -3.112 2.615 -0.679 0.250
C -4.461 2.714 -1.288 -0.003
N -2.326 1.487 -1.083 0.546
O -2.688 0.877 -2.141 0.525
H -2.493 5.523 0.781 0.002
H -3.527 4.559 1.819 0.007
H -4.068 4.992 0.189 -0.003
H -0.268 3.360 2.255 0.005
H -5.000 3.588 -0.938 -0.001
H -5.035 1.819 -1.034 0.024
H -4.388 2.735 -2.375 0.027
N 3.996 -2.672 5.941 0.001
C 3.183 -1.840 5.216 0.002
C 3.270 -0.449 5.370 0.000
C 2.484 0.390 4.612 0.001
C 1.593 -0.150 3.693 0.000
C 1.484 -1.528 3.532 0.000
C 2.279 -2.367 4.281 -0.001
S 0.547 0.887 2.777 -0.026
O 0.622 2.232 3.304 0.003
O -0.755 0.275 2.677 0.017
N 1.038 0.922 1.193 -0.003
C 2.250 1.445 0.888 0.015
N 2.519 1.688 -0.411 0.183
C 3.704 2.205 -0.742 -0.018
C 4.673 2.454 0.195 0.011
C 4.323 2.158 1.513 -0.003
N 3.150 1.671 1.860 0.016
H 4.440 -2.299 6.762 0.000
H 3.746 -3.643 6.001 0.000
H 3.959 -0.035 6.096 0.000
H 2.547 1.463 4.724 0.000
H 0.766 -1.938 2.833 0.001
H 2.196 -3.440 4.164 0.000
H 3.855 2.417 -1.796 0.007
H 5.635 2.866 -0.069 0.000
H 5.022 2.333 2.324 0.000
C 0.012 -3.485 -4.350 0.005
C 0.489 -3.947 -3.133 -0.003
C 0.238 -3.223 -1.972 0.004
C -0.493 -2.031 -2.002 0.014
C -0.966 -1.582 -3.240 -0.023
C -0.715 -2.301 -4.400 0.004
Si -0.877 -1.222 -0.349 0.039
C -2.634 -1.595 0.156 0.000
C -3.614 -1.819 -0.816 0.022
C -4.924 -2.091 -0.453 -0.008
C -5.274 -2.143 0.890 0.016
C -4.314 -1.925 1.866 -0.010
C -3.003 -1.650 1.503 0.026
H 0.190 -4.053 -5.254 0.000
H 1.038 -4.880 -3.082 0.000
H 0.601 -3.607 -1.024 0.000
H -1.553 -0.671 -3.284 0.012
H -1.105 -1.947 -5.347 0.000
H 0.078 -1.868 0.591 0.010
H -3.354 -1.779 -1.866 0.007
H -5.671 -2.267 -1.216 0.000
H -6.297 -2.357 1.174 0.001
H -4.585 -1.967 2.913 0.000
H -2.266 -1.468 2.274 0.002
S 0.642 2.091 -1.910 0.894
C 1.338 0.940 -2.999 -0.002
N 1.874 -0.198 -2.515 0.060
C 2.433 -1.144 -3.282 0.021
C 2.482 -0.975 -4.642 0.039
C 1.938 0.184 -5.189 0.004
C 1.368 1.144 -4.373 0.007
H 1.821 -0.323 -1.508 -0.009
H 2.804 -2.020 -2.771 0.003
H 2.924 -1.742 -5.259 0.001
H 1.961 0.339 -6.260 -0.001
H 0.944 2.052 -4.777 0.001
```



3.
Entry from OMol25: C31H33AsIN2O8S2W as an isolated structure at a distorted geometry (wB97M-V/def2-TZVPD).

Properties
HOMO = -4.19 eV
ΔE to the lowest compared entry with this formula, charge and spin = 2.735 eV
charge = -1
orbital gap = 6.2669 eV

XYZ file:
```
79
Properties=species:S:1:pos:R:3:mulliken_charge:R:1
W -0.465 -0.974 0.159 1.175
O 1.240 2.931 5.121 -0.583
C 0.856 2.028 4.183 0.935
C -0.479 1.824 3.853 -0.619
C -0.764 0.886 2.879 -0.502
N 0.173 0.151 2.292 0.916
C 1.451 0.407 2.555 0.664
C 1.846 1.324 3.507 -1.658
C 2.410 -0.376 1.691 0.143
O 3.615 -0.253 1.847 -0.812
O 1.802 -1.155 0.877 -0.612
C -2.108 0.744 2.220 0.062
O -3.096 1.303 2.660 -0.797
O -2.035 -0.021 1.182 -0.501
H 0.461 3.391 5.454 0.301
H -1.285 2.406 4.279 0.479
H 2.898 1.501 3.674 0.520
C -3.826 -0.196 -1.581 -1.427
C -2.774 0.601 -2.290 0.921
C -3.268 1.631 -3.143 -0.730
C -2.409 2.422 -3.823 -1.417
C -1.019 2.202 -3.683 1.007
C -0.094 3.005 -4.381 -0.855
C 1.246 2.779 -4.221 -0.790
C 1.681 1.765 -3.364 -0.552
C 0.807 0.948 -2.668 1.588
S 1.435 -0.288 -1.642 -0.413
C -0.598 1.160 -2.829 -1.316
N -1.486 0.367 -2.135 0.592
H -4.810 0.151 -1.893 0.527
H -3.736 -0.093 -0.499 0.152
H -3.736 -1.259 -1.802 0.129
H -4.339 1.763 -3.214 0.391
H -2.758 3.222 -4.465 0.363
H -0.469 3.793 -5.023 0.360
H 1.976 3.390 -4.737 0.364
H 2.744 1.608 -3.223 0.473
C 1.644 -3.985 1.329 -1.366
As 0.097 -2.934 1.878 1.438
C 0.579 -2.466 3.713 -1.417
C -1.149 -4.379 2.276 -1.410
S -2.250 -2.277 0.156 -0.702
H 1.297 -4.917 0.885 0.481
H 2.232 -4.206 2.222 0.553
H 2.243 -3.417 0.629 0.135
H 0.694 -3.405 4.258 0.480
H -0.207 -1.871 4.176 0.322
H 1.516 -1.916 3.745 0.402
H -0.597 -5.137 2.835 0.464
H -1.539 -4.784 1.346 0.380
H -1.981 -4.003 2.870 0.388
C -0.487 -4.668 -1.613 -1.455
C 0.162 -3.330 -1.978 1.048
C -0.592 -2.689 -3.141 -1.351
C 1.626 -3.570 -2.349 -1.466
O 0.093 -2.448 -0.863 0.911
H -0.369 -5.353 -2.455 0.488
H -1.544 -4.544 -1.382 0.254
H 0.005 -5.114 -0.746 0.186
H -0.601 -3.373 -3.994 0.568
H -0.115 -1.756 -3.433 0.164
H -1.619 -2.483 -2.838 0.133
H 1.663 -4.159 -3.270 0.476
H 2.137 -4.136 -1.569 0.335
H 2.144 -2.629 -2.508 0.213
I 3.512 6.611 2.180 0.028
C 2.165 5.184 1.453 -0.059
C 2.650 3.998 0.922 -0.783
C 1.753 3.046 0.461 0.063
C 0.386 3.291 0.522 -0.063
C -0.083 4.492 1.038 -0.674
C 0.804 5.443 1.516 -0.575
C -0.614 2.245 0.081 -0.351
O -1.774 2.539 -0.154 -0.690
O -0.082 1.067 0.051 1.338
H 3.714 3.806 0.877 0.450
H 2.111 2.106 0.056 0.279
H -1.152 4.661 1.066 0.513
H 0.442 6.374 1.932 0.396
```



4.
Entry from OMol25: C31H33BMgN9S3 as an isolated structure (wB97M-V/def2-TZVPD).

Properties
HOMO = -4.40 eV
ΔE to the lowest compared entry with this formula, charge and spin = 0.020 eV
charge = -1
orbital gap = 6.4755 eV

XYZ file:
```
78
Properties=species:S:1:pos:R:3:mulliken_charge:R:1
Mg 0.985 -0.238 -0.225 0.622
C -0.329 3.217 0.457 -1.198
C 0.940 2.756 1.099 0.442
C 1.802 3.470 1.950 -1.303
C 2.737 2.553 2.382 0.886
C 3.877 2.743 3.329 -1.297
N 2.449 1.372 1.802 0.808
N 1.356 1.500 0.993 -0.209
B 3.009 -0.040 2.131 -0.653
N 3.704 -0.652 0.889 0.833
N 2.964 -1.007 -0.204 -0.411
C 3.801 -1.580 -1.066 0.508
C 3.370 -2.087 -2.405 -1.255
C 5.096 -1.598 -0.522 -1.407
C 4.990 -1.003 0.720 1.045
C 6.050 -0.758 1.745 -1.270
N 1.827 -0.950 2.552 0.436
N 0.732 -1.096 1.742 0.257
C -0.128 -1.876 2.395 0.728
C -1.465 -2.242 1.839 -1.113
C 0.421 -2.249 3.635 -1.833
C 1.658 -1.644 3.693 1.196
C 2.682 -1.685 4.782 -1.318
H -1.105 3.346 1.216 0.305
H -0.194 4.172 -0.050 0.367
H -0.682 2.496 -0.275 0.056
H 1.738 4.512 2.227 0.465
H 3.948 3.795 3.599 0.366
H 3.740 2.160 4.242 0.225
H 4.825 2.436 2.884 0.199
H 3.802 0.044 3.028 -0.181
H 2.330 -2.412 -2.397 0.145
H 3.472 -1.308 -3.164 0.208
H 3.995 -2.931 -2.699 0.424
H 5.991 -1.996 -0.977 0.461
H 7.012 -1.082 1.352 0.356
H 6.121 0.301 2.002 0.192
H 5.851 -1.306 2.667 0.220
H -1.786 -1.536 1.077 -0.074
H -1.432 -3.221 1.360 0.248
H -2.209 -2.270 2.637 0.412
H -0.035 -2.870 4.391 0.452
H 2.326 -2.327 5.586 0.346
H 3.633 -2.078 4.420 0.233
H 2.870 -0.690 5.191 0.233
S -5.486 -4.100 -3.109 -0.394
C -4.171 -3.317 -2.452 0.193
S -2.552 -3.900 -2.638 -0.204
C -1.907 -2.586 -1.648 0.227
N -2.844 -1.793 -1.240 -0.261
N -4.098 -2.187 -1.708 0.350
C -5.180 -1.351 -1.293 0.321
C -5.073 -0.683 -0.074 0.079
C -6.094 0.150 0.353 -0.713
C -7.230 0.329 -0.427 -0.406
C -7.326 -0.334 -1.641 -0.742
C -6.309 -1.172 -2.081 -0.462
S -0.235 -2.482 -1.342 -0.380
H -4.182 -0.817 0.520 0.343
H -5.996 0.666 1.300 0.373
H -8.027 0.982 -0.095 0.373
H -8.199 -0.198 -2.267 0.350
H -6.396 -1.679 -3.030 0.307
C 1.064 0.630 -2.254 -1.277
C -0.064 1.372 -2.793 0.211
C -0.034 2.776 -2.945 -0.432
C -1.116 3.487 -3.420 -0.675
C -2.301 2.835 -3.769 0.547
C -2.356 1.441 -3.636 -0.736
C -1.270 0.733 -3.170 -0.043
C -3.423 3.577 -4.273 0.015
N -4.322 4.173 -4.679 -0.620
H 1.999 1.198 -2.295 0.372
H 1.178 -0.336 -2.754 0.511
H 0.875 3.303 -2.677 0.347
H -1.058 4.564 -3.530 0.433
H -3.270 0.922 -3.901 0.480
H -1.338 -0.343 -3.064 0.357
```



5.
Entry from OMol25: C31H33BrFN2OTeW as an isolated structure at a distorted geometry (wB97M-V/def2-TZVPD).

Properties
HOMO (spin up / spin down) = -13.78 / -13.97 eV
ΔE to the lowest compared entry with this formula, charge and spin = 0.000 eV
charge = +2
orbital gap (spin up / spin down) = 7.0212 / 5.5571 eV
multiplicity = 4

XYZ file:
```
71
Properties=species:S:1:pos:R:3:mulliken_spin:R:1
W -0.777 0.313 -1.161 0.984
C 3.187 -2.176 -4.515 -0.002
C 2.130 -1.249 -3.990 0.045
C 1.908 0.016 -4.549 -0.003
C 0.956 0.887 -4.043 0.025
C 0.212 0.422 -2.974 -0.078
Br -1.083 2.682 -1.336 0.035
N 0.435 -0.769 -2.447 0.025
C 1.366 -1.616 -2.892 -0.018
H 3.574 -1.827 -5.470 0.000
H 2.793 -3.182 -4.651 0.002
H 4.022 -2.236 -3.816 0.004
H 2.515 0.329 -5.390 0.000
H 0.804 1.872 -4.459 0.001
H 1.500 -2.559 -2.378 -0.006
C 0.743 -6.636 5.380 -0.004
C 0.143 -5.869 4.245 0.080
C 0.787 -4.754 3.708 -0.003
C 0.240 -4.032 2.665 -0.030
C 0.981 -2.832 2.144 0.025
C -1.004 -4.468 2.135 0.012
Te -1.643 -3.322 0.530 0.739
N -2.578 -0.650 -1.383 0.792
C -3.220 0.105 -0.446 -0.097
O -2.297 0.341 0.433 0.261
C -4.567 0.572 -0.418 0.005
C -4.952 1.467 0.587 -0.012
C -6.244 1.954 0.592 0.004
C -7.134 1.550 -0.399 -0.003
C -6.749 0.663 -1.402 0.002
C -5.461 0.169 -1.418 0.009
C -2.569 -4.691 -0.721 0.025
C -3.924 -4.538 -1.029 0.026
C -4.822 -3.489 -0.437 0.033
C -4.494 -5.459 -1.905 0.002
C -3.761 -6.489 -2.471 0.016
C -4.394 -7.470 -3.412 -0.001
C -2.406 -6.594 -2.152 0.004
C -1.782 -5.715 -1.285 -0.050
C -0.322 -5.910 -0.974 0.037
C -1.720 -5.554 2.698 0.004
C -3.113 -5.978 2.322 0.031
C -1.104 -6.232 3.734 -0.006
H 1.779 -6.358 5.553 0.000
H 0.689 -7.709 5.192 0.006
H 0.181 -6.444 6.296 0.010
H 1.743 -4.448 4.115 0.002
H 1.906 -2.696 2.699 0.001
H 0.398 -1.915 2.262 0.001
H 1.246 -2.933 1.090 0.006
H -4.237 1.770 1.341 0.005
H -6.559 2.648 1.358 0.000
H -8.145 1.936 -0.395 0.000
H -7.454 0.367 -2.165 0.000
H -5.137 -0.516 -2.191 0.005
H -4.296 -2.756 0.177 0.016
H -5.581 -3.952 0.197 0.003
H -5.346 -2.950 -1.226 -0.001
H -5.547 -5.365 -2.144 0.000
H -5.455 -7.269 -3.545 0.000
H -4.282 -8.489 -3.038 0.002
H -3.912 -7.430 -4.389 0.001
H -1.820 -7.389 -2.599 0.002
H 0.124 -6.599 -1.687 0.002
H -0.177 -6.323 0.026 -0.004
H 0.240 -4.973 -1.023 0.002
H -3.753 -5.129 2.091 -0.006
H -3.555 -6.517 3.156 0.002
H -3.116 -6.642 1.456 0.002
H -1.631 -7.063 4.187 0.002
F 0.417 -0.235 0.134 0.024
```



6.
Entry from OMol25: C31H33Cl6FePSi2 as an isolated structure at a distorted geometry (wB97M-V/def2-TZVPD).

Properties
HOMO (spin up / spin down) = 0.98 / -1.05 eV
charge = -2
orbital gap (spin up / spin down) = 3.0608 / 5.0878 eV
multiplicity = 5

XYZ file:
```
74
Properties=species:S:1:pos:R:3:mulliken_spin:R:1
Fe -0.255 1.574 0.192 2.987
Cl -2.087 2.642 0.338 -0.018
C -3.782 1.865 0.479 0.607
C -4.059 0.669 -0.287 -0.133
C -5.297 0.549 -0.880 0.060
Cl -5.708 -0.903 -1.767 0.004
C -6.310 1.532 -0.761 0.227
Cl -7.875 1.300 -1.477 0.021
C -6.037 2.685 -0.003 0.050
Cl -7.309 3.836 0.285 0.005
C -4.795 2.860 0.553 -0.056
Cl -4.449 4.324 1.432 0.015
C 2.275 0.337 -1.814 0.045
Si 1.857 0.697 0.048 -0.125
C 2.294 -0.837 1.133 0.063
C 3.298 1.918 0.404 0.024
C 4.665 1.654 0.309 0.005
C 5.600 2.671 0.452 0.002
C 5.178 3.974 0.690 -0.002
C 3.820 4.250 0.799 -0.004
C 2.872 3.237 0.664 -0.050
Si 0.965 3.414 0.707 -0.013
C 0.639 4.751 -0.663 0.009
C 0.587 4.381 2.339 0.012
H 3.053 -0.430 -1.908 0.012
H 2.642 1.249 -2.294 -0.001
H 1.394 -0.002 -2.361 -0.022
H 3.180 -1.367 0.764 0.000
H 1.459 -1.542 1.141 -0.034
H 2.487 -0.536 2.167 0.001
H 5.010 0.643 0.104 0.004
H 6.662 2.456 0.365 0.001
H 5.908 4.773 0.787 -0.002
H 3.496 5.271 0.986 0.006
H 1.402 5.539 -0.665 0.000
H -0.337 5.220 -0.513 -0.003
H 0.639 4.284 -1.652 0.002
H 1.216 5.276 2.443 -0.001
H 0.754 3.747 3.213 0.013
H -0.459 4.699 2.348 -0.006
Cl -3.576 -3.107 5.117 0.001
C -3.384 -2.395 3.533 0.002
C -2.252 -1.657 3.238 0.044
C -2.137 -1.055 1.995 0.212
C -3.132 -1.201 1.028 -0.070
C -3.092 -0.493 -0.309 -0.040
C -4.248 -1.976 1.349 -0.007
C -4.391 -2.564 2.591 -0.002
H -1.462 -1.575 3.973 0.004
H -1.221 -0.506 1.776 -0.086
H -3.401 -1.190 -1.088 -0.001
H -2.069 -0.170 -0.550 0.207
H -5.024 -2.104 0.603 -0.003
H -5.270 -3.139 2.849 0.000
C -0.588 -2.643 -3.034 -0.002
P 0.145 -2.360 -1.348 0.011
C -0.772 -3.720 -0.476 0.003
C 1.740 -3.220 -1.587 -0.005
C 2.365 -3.859 -0.507 0.003
C 3.677 -4.285 -0.581 -0.003
C 4.426 -4.076 -1.734 0.008
C 3.827 -3.433 -2.812 -0.003
C 2.515 -3.006 -2.736 0.005
H -0.439 -3.672 -3.367 0.002
H -0.138 -1.958 -3.753 0.001
H -1.655 -2.422 -2.981 0.003
H -0.528 -4.700 -0.890 0.003
H -1.841 -3.530 -0.575 0.001
H -0.535 -3.700 0.589 0.002
H 1.804 -4.027 0.404 0.002
H 4.135 -4.771 0.272 0.000
H 5.459 -4.393 -1.788 0.002
H 4.402 -3.252 -3.713 0.000
H 2.072 -2.502 -3.586 0.003
```